Molecular formula: C64H45HfN9O2Se
Method: DFT, wB97M-V/def2-TZVPD

Its molecular weight is 1229.57 g/mol. The calculation puts the HOMO-LUMO gap at 5.40 eV. As for the spin multiplicity: 1. For the energy, the calculation gives -151258.5948 eV. The calculation puts the lowest unoccupied orbital energy at -0.72 eV.

XYZ file:
```
122
C64H45HfN9O2Se (wB97M-V/def2-TZVPD)
Hf -0.294 0.162 0.104
C 2.476 -6.818 2.334
C 2.578 -5.747 3.202
C 2.080 -4.504 2.851
C 1.444 -4.303 1.631
C 1.424 -5.368 0.735
C 1.918 -6.611 1.085
C 0.944 -2.934 1.206
C -0.338 -2.993 0.407
C -1.210 -4.088 0.320
C -2.378 -3.634 -0.264
C -2.230 -2.249 -0.457
C -3.270 -1.395 -0.896
C -4.436 -2.014 -1.560
C -5.714 -1.830 -1.038
C -6.820 -2.349 -1.684
C -6.669 -3.053 -2.866
C -5.401 -3.250 -3.388
C -4.290 -2.742 -2.737
C -3.287 -0.013 -0.773
N -2.332 0.749 -0.126
C -2.538 2.047 -0.520
C -1.709 3.139 -0.213
C -1.765 4.298 -1.147
C -2.815 5.273 -0.866
C -2.811 6.518 -1.367
C -1.677 7.018 -2.083
C -0.568 6.275 -2.234
C -0.493 4.848 -1.886
C -0.795 3.084 0.851
C -0.273 4.180 1.604
C 0.293 3.652 2.726
C 0.171 2.230 2.627
N -0.452 1.904 1.437
C 0.424 1.276 3.597
C 0.290 -0.106 3.339
C 0.100 -1.107 4.307
C 0.178 -2.323 3.652
C 0.488 -2.031 2.323
N 0.468 -0.689 2.094
C 0.794 1.688 4.965
C 2.030 1.338 5.502
C 2.377 1.741 6.779
C 1.487 2.473 7.547
C 0.248 2.806 7.028
C -0.092 2.428 5.741
C -3.715 2.120 -1.334
C -4.196 0.856 -1.460
N -0.962 -1.866 -0.055
H 2.851 -7.791 2.617
H 3.057 -5.875 4.160
H 2.206 -3.681 3.535
H 1.029 -5.217 -0.259
H 1.880 -7.421 0.373
H -1.037 -5.087 0.671
H -3.260 -4.208 -0.480
H -5.829 -1.285 -0.113
H -7.804 -2.201 -1.263
H -7.534 -3.447 -3.378
H -5.280 -3.800 -4.310
H -3.302 -2.891 -3.149
H -3.573 4.954 -0.165
H -3.616 7.203 -1.143
H -1.684 8.057 -2.381
H 0.338 6.727 -2.615
H 1.417 4.388 -2.681
H -0.387 5.214 1.336
H 0.745 4.182 3.543
H -0.088 -0.932 5.347
H 0.029 -3.297 4.073
H 2.726 0.763 4.908
H 3.344 1.480 7.183
H 1.758 2.784 8.546
H -0.457 3.358 7.631
H -1.057 2.687 5.333
H -4.132 3.024 -1.738
H -5.058 0.539 -2.013
C -0.002 -0.763 -5.184
C -0.347 -2.032 -4.743
C 0.275 -2.535 -3.616
C 1.213 -1.736 -2.966
N 1.518 -0.509 -3.368
C 0.922 -0.042 -4.449
C 1.947 -2.246 -1.800
C 2.687 -3.373 -1.890
C 3.575 -3.694 -0.810
C 3.394 -3.100 0.371
C 2.211 -2.199 0.576
N 1.855 -1.495 -0.638
H -0.462 -0.342 -6.064
H -1.090 -2.613 -5.271
H 0.039 -3.513 -3.226
H 1.199 0.966 -4.728
H 2.690 -3.958 -2.795
H 4.406 -4.353 -0.995
H 4.077 -3.237 1.194
H 2.485 -1.442 1.321
Se 2.449 0.361 -0.655
C 4.358 0.411 -0.218
C 4.974 -0.135 0.899
C 6.289 0.220 1.154
N 6.983 1.056 0.402
C 6.401 1.557 -0.672
C 5.097 1.264 -1.036
H 4.454 -0.801 1.566
H 6.807 -0.170 2.019
H 7.014 2.227 -1.262
H 4.642 1.694 -1.918
C -1.952 2.047 -4.040
N -1.133 2.586 -2.969
C -1.448 3.941 -2.604
C 0.942 4.397 -1.691
C 1.224 3.040 -1.092
O 2.273 2.895 -0.455
N 0.439 1.965 -1.264
C -0.543 1.685 -2.137
O -0.814 0.452 -2.190
H -1.671 2.522 -4.979
H -3.014 2.189 -3.845
H -1.759 0.978 -4.100
H -2.064 4.405 -3.363
H 1.491 5.118 -1.079
```